1.
{"formula": "C3H4NS", "method": "ωB97M-V with the def2-TZVPD basis set", "charge": 1, "spin_multiplicity": 1, "species": ["C", "C", "C", "N", "S", "H", "H", "H", "H"], "coordinates": [[0.2281, 1.6696, 0.0127], [2.1862, 0.6870, 0.0358], [-0.1850, -0.8559, 0.1761], [-0.6415, 0.5500, -0.0467], [1.8115, -0.8754, -0.0653], [-0.4179, -0.9616, 1.3015], [-0.5703, -1.6552, -0.5380], [-1.7251, 0.5953, 0.2906], [-0.6861, 0.8463, -1.1666]], "forces_ev_per_a": [[2.0, -0.6, 0.8], [-2.0, 1.6, -0.3], [0.9, -1.4, 1.1], [-1.6, 0.0, -2.6], [-2.2, 0.2, 0.6], [0.5, -0.7, -1.9], [-0.1, 1.3, 1.2], [2.8, 0.4, -0.8], [-0.2, -0.9, 2.0]], "mulliken_charge": [-0.119, 0.016, -0.562, -0.220, 0.176, 0.388, 0.372, 0.470, 0.478]}

---

2.
{"formula": "C50H60InN7O", "method": "ωB97M-V with the def2-TZVPD basis set", "charge": 0, "spin_multiplicity": 1, "species": ["In", "C", "C", "C", "C", "C", "C", "C", "N", "C", "C", "C", "C", "C", "C", "C", "C", "C", "C", "N", "C", "C", "C", "N", "C", "C", "C", "C", "C", "C", "C", "C", "C", "C", "C", "C", "C", "C", "N", "C", "C", "H", "H", "H", "H", "H", "H", "H", "H", "H", "H", "H", "H", "H", "H", "H", "H", "H", "H", "H", "H", "H", "H", "H", "H", "H", "H", "H", "H", "H", "H", "H", "H", "H", "H", "H", "H", "H", "H", "H", "H", "H", "H", "H", "H", "C", "N", "C", "N", "O", "H", "H", "H", "H", "H", "H", "C", "C", "C", "C", "C", "C", "N", "C", "C", "C", "C", "C", "C", "H", "H", "H", "H", "H", "H", "H", "H", "H", "H"], "coordinates": [[0.4700, -0.0350, 0.0621], [-6.2349, 1.2951, 0.3188], [-5.0882, 2.1679, -0.2242], [-3.7755, 1.6612, 0.2854], [-3.2982, 2.0142, 1.4993], [-3.8236, 3.0567, 2.4307], [-4.7195, 2.4610, 3.5175], [-2.0915, 1.2428, 1.7259], [-1.8704, 0.3870, 0.7472], [-2.8059, 0.6794, -0.2995], [-2.0533, -0.3128, -2.1375], [-1.0043, -1.3316, -2.2461], [-0.9251, -2.2207, -3.3432], [-1.8662, -2.3492, -4.4969], [-1.4771, -1.3929, -5.6254], [0.2346, -2.9500, -3.1663], [0.8234, -2.4832, -1.9616], [2.0768, -2.8426, -1.4963], [2.7519, -2.3108, -0.4233], [2.2826, -1.3446, 0.4290], [3.1965, -1.2170, 1.4087], [3.1091, -0.3635, 2.5133], [2.0405, 0.4062, 2.8816], [0.8430, 0.5189, 2.2279], [0.0177, 1.2316, 3.0400], [-1.3072, 1.5009, 2.8571], [0.7327, 1.6549, 4.2331], [1.9778, 1.1287, 4.1423], [3.0520, 1.1716, 5.1754], [2.9795, -0.0630, 6.0795], [0.1687, 2.5215, 5.3112], [-0.6762, 1.7589, 6.3375], [4.2866, -2.1320, 1.2057], [4.0257, -2.7917, 0.0376], [4.8559, -3.8340, -0.6376], [4.4337, -5.2388, -0.2034], [5.4033, -2.3684, 2.1671], [4.9370, -3.2747, 3.3108], [0.0092, -1.5256, -1.4079], [0.7557, -4.0330, -4.0522], [0.2242, -5.3968, -3.5975], [-7.0577, 1.2489, -0.3911], [-6.6225, 1.6958, 1.2532], [-5.8879, 0.2830, 0.5141], [-5.2258, 3.1964, 0.1225], [-5.1236, 2.1900, -1.3067], [-4.3804, 3.8103, 1.8694], [-2.9821, 3.5693, 2.8982], [-5.6453, 2.0926, 3.0837], [-4.9661, 3.2071, 4.2718], [-4.2222, 1.6279, 4.0089], [-2.4320, -0.2248, -3.1583], [-2.8917, -2.1551, -4.1769], [-1.8271, -3.3755, -4.8658], [-1.4871, -0.3675, -5.2622], [-2.1703, -1.4824, -6.4612], [-0.4679, -1.6164, -5.9688], [2.5902, -3.6166, -2.0508], [3.9522, -0.3828, 3.1861], [-1.7766, 2.0855, 3.6302], [2.9214, 2.0630, 5.7923], [4.0369, 1.2246, 4.7078], [2.0116, -0.1133, 6.5737], [3.7565, -0.0224, 6.8408], [3.1026, -0.9723, 5.4957], [-0.4462, 3.3067, 4.8631], [0.9914, 3.0150, 5.8341], [-1.4845, 1.2173, 5.8501], [-1.1033, 2.4591, 7.0556], [-0.0719, 1.0369, 6.8836], [5.9092, -3.6802, -0.3911], [4.7566, -3.7362, -1.7210], [4.6002, -5.3660, 0.8633], [5.0019, -6.0006, -0.7342], [3.3740, -5.3881, -0.3981], [5.7623, -1.4209, 2.5755], [6.2373, -2.8481, 1.6529], [4.1363, -2.7959, 3.8702], [5.7599, -3.4949, 3.9885], [4.5504, -4.2130, 2.9179], [1.8484, -4.0442, -4.0394], [0.4328, -3.8417, -5.0773], [0.4135, -5.5324, -2.5345], [0.7076, -6.2057, -4.1440], [-0.8511, -5.4588, -3.7616], [2.4116, -0.7110, -4.8027], [1.7818, 0.5727, -4.5801], [1.6962, 1.0974, -3.3206], [1.3355, 2.4176, -3.3056], [1.9659, 0.4594, -2.3159], [2.4256, -0.9190, -5.8705], [1.8376, -1.4801, -4.2850], [3.4343, -0.7146, -4.4157], [1.8136, 1.2342, -5.3414], [0.8014, 2.7853, -4.0755], [1.0723, 2.7735, -2.3955], [-4.6461, 0.6354, -2.8272], [-4.4897, -0.3327, -1.9162], [-3.2271, -0.5354, -1.1576], [-1.8518, 1.1153, -1.5559], [-2.5507, 2.0027, -2.5404], [-3.7239, 1.7212, -3.1279], [-0.5492, 1.5159, -1.1922], [-0.3572, 2.7549, -0.6403], [0.9500, 3.0903, -0.2331], [1.2765, 4.3732, 0.1474], [0.3020, 5.3625, 0.1871], [-1.0075, 5.0273, -0.1091], [-1.3399, 3.7512, -0.5198], [-5.5824, 0.6738, -3.3662], [-5.2888, -1.0427, -1.7615], [-3.2054, -1.4793, -0.6103], [-1.9925, 2.8668, -2.8761], [-4.0732, 2.4059, -3.8900], [1.6983, 2.2966, -0.2306], [2.2966, 4.6077, 0.4189], [0.5552, 6.3717, 0.4728], [-1.7941, 5.7653, -0.0211], [-2.3723, 3.5167, -0.7326]], "forces_ev_per_a": [[-0.4, 0.1, 0.3], [0.0, 0.1, -0.1], [0.0, 0.1, -0.1], [0.1, 0.3, 0.7], [-0.6, 0.1, -0.7], [-0.1, -0.1, 0.0], [0.0, 0.2, 0.0], [-0.2, -0.7, -0.8], [0.7, -0.2, 0.6], [-0.2, 0.2, -0.4], [0.0, -0.2, -0.1], [0.1, -0.3, -0.3], [0.0, -0.2, 0.1], [0.2, 0.2, 0.0], [-0.2, -0.2, 0.1], [0.2, 0.2, 0.3], [-0.1, -0.6, -0.5], [0.1, 0.3, 0.3], [0.4, -0.7, -0.5], [-0.4, 0.9, 0.4], [0.1, -0.8, -0.8], [-0.6, 0.9, 0.8], [0.9, -0.8, -0.2], [-0.3, -0.3, -1.3], [-0.8, 0.0, -0.2], [0.8, 0.1, 0.6], [0.9, 0.0, 0.3], [-0.5, 0.6, 0.4], [-0.1, -0.1, 0.0], [0.1, 0.1, 0.0], [0.0, -0.2, 0.1], [0.0, 0.1, -0.1], [0.0, 0.2, -0.1], [-0.1, 0.2, -0.1], [-0.2, -0.1, 0.1], [0.1, 0.0, -0.1], [-0.2, -0.1, 0.0], [0.2, 0.1, 0.0], [-0.2, 0.4, 0.4], [-0.2, -0.1, 0.2], [0.1, 0.0, -0.1], [-0.1, 0.0, 0.0], [0.0, 0.0, 0.0], [0.0, -0.1, 0.0], [0.0, -0.1, -0.1], [0.0, 0.1, 0.2], [0.0, 0.0, 0.0], [0.0, 0.1, -0.1], [-0.1, -0.1, 0.1], [0.0, 0.0, 0.1], [0.0, -0.1, 0.1], [0.1, -0.1, 0.3], [-0.1, 0.0, 0.0], [-0.1, 0.0, 0.0], [0.0, 0.2, 0.0], [0.0, 0.1, -0.1], [0.1, 0.0, -0.1], [0.0, 0.0, 0.0], [0.1, 0.1, 0.1], [0.0, 0.1, 0.0], [0.1, 0.0, -0.1], [0.0, 0.1, 0.0], [-0.1, 0.0, 0.0], [0.0, -0.1, 0.1], [0.0, -0.1, 0.0], [0.1, 0.0, 0.0], [0.0, 0.1, -0.1], [-0.1, 0.0, 0.0], [-0.1, -0.1, 0.1], [0.0, -0.1, 0.0], [0.0, 0.0, -0.1], [0.1, 0.0, 0.0], [0.0, -0.1, 0.1], [0.0, -0.1, 0.0], [-0.1, -0.1, 0.0], [0.1, 0.0, 0.0], [0.1, 0.1, 0.0], [-0.1, 0.0, 0.1], [0.0, 0.0, 0.1], [0.0, -0.1, 0.0], [0.0, 0.0, -0.1], [0.1, 0.0, -0.1], [0.0, -0.1, 0.1], [0.0, -0.1, 0.0], [0.0, 0.0, 0.0], [0.0, 0.0, 0.3], [-0.1, 0.0, -0.4], [0.0, 0.4, -0.4], [0.1, 0.3, 0.1], [0.3, -0.3, 0.4], [0.0, 0.0, 0.0], [0.1, 0.0, -0.1], [0.0, -0.1, 0.0], [0.0, -0.1, 0.2], [0.0, -0.1, 0.0], [0.0, 0.0, -0.2], [-0.3, -0.5, 0.1], [-0.2, 0.0, -0.4], [0.0, -0.4, 0.2], [-0.3, 0.1, 0.3], [-0.3, 0.1, -0.4], [0.4, 0.5, -0.1], [0.8, -0.7, 0.4], [0.0, 0.4, -0.1], [-0.1, -0.1, 0.1], [0.0, 0.1, 0.1], [0.1, 0.2, 0.1], [0.0, 0.0, 0.0], [-0.1, 0.0, 0.0], [-0.1, 0.0, 0.0], [-0.2, 0.0, 0.0], [-0.1, 0.1, 0.0], [0.0, 0.1, 0.0], [0.0, 0.1, 0.0], [0.1, 0.2, -0.1], [0.1, 0.0, 0.0], [0.0, 0.1, 0.1], [0.0, 0.1, 0.0], [0.0, 0.1, 0.0]], "mulliken_charge": [2.060, -1.676, -0.820, 0.449, 0.509, -1.371, -1.188, 0.380, -0.838, 1.988, -1.444, 0.077, 0.872, -1.316, -1.049, 0.525, -0.062, -0.498, 0.018, -0.453, 0.155, -0.662, 0.382, -0.537, 0.382, -1.119, 0.478, 0.502, -1.190, -0.815, -1.292, -1.057, 0.412, 0.715, -1.066, -1.038, -1.260, -0.923, -0.634, -0.942, -1.526, 0.433, 0.324, 0.342, 0.581, 0.279, 0.567, 0.415, 0.204, 0.419, 0.261, 0.554, 0.357, 0.408, 0.207, 0.410, 0.239, 0.302, 0.266, 0.495, 0.409, 0.412, 0.203, 0.392, 0.082, 0.405, 0.390, 0.236, 0.374, 0.282, 0.432, 0.410, 0.241, 0.389, 0.246, 0.427, 0.325, 0.144, 0.384, 0.224, 0.409, 0.500, 0.292, 0.456, 0.307, -0.943, -0.175, 0.574, -0.467, -0.433, 0.359, 0.220, 0.312, 0.244, 0.270, 0.221, -0.838, -1.167, 0.410, 1.235, -0.601, -1.585, 0.618, -0.253, 0.747, -1.011, -1.150, -0.991, -1.043, 0.447, 0.517, 0.583, 0.550, 0.379, 0.688, 0.466, 0.403, 0.456, 0.390]}

---

3.
{"formula": "C2H5FO2", "method": "ωB97M-V with the def2-TZVPD basis set", "charge": 0, "spin_multiplicity": 1, "species": ["C", "C", "O", "O", "F", "H", "H", "H", "H", "H"], "coordinates": [[0.1751, 0.5327, -0.5874], [-0.0074, -0.2493, 0.7427], [-0.2564, 1.8057, -0.4221], [-0.2171, -1.9674, 0.1973], [1.0548, -0.3054, 1.5152], [1.1762, 0.4715, -0.8691], [-0.3344, -0.0041, -1.3334], [-0.9621, 0.0087, 1.1971], [-1.2875, 1.8438, -0.4583], [0.6587, -2.1363, 0.0180]], "forces_ev_per_a": [[-0.7, -2.1, 2.1], [-0.7, -3.8, -3.5], [-3.2, 2.5, 0.0], [-3.0, 4.7, 2.1], [0.2, 0.4, 0.7], [2.0, 0.4, -0.3], [-1.0, -0.8, -1.0], [0.3, -0.4, 0.6], [2.9, -0.2, 0.0], [3.3, -0.8, -0.7]], "mulliken_charge": [-0.508, 0.276, -0.522, -0.586, -0.218, 0.375, 0.318, 0.253, 0.354, 0.257]}

---

4.
{"formula": "C9H14S", "method": "ωB97M-V with the def2-TZVPD basis set", "smiles": "Cc1ccccc1.CSC", "charge": 0, "spin_multiplicity": 1, "species": ["C", "C", "C", "C", "C", "C", "C", "H", "H", "H", "H", "H", "H", "H", "H", "C", "S", "C", "H", "H", "H", "H", "H", "H"], "coordinates": [[0.2266, -0.3478, 2.3131], [0.9425, 0.1376, 1.0702], [1.4352, 1.4199, 0.9251], [2.2610, 1.7701, -0.1541], [2.7043, 0.7854, -1.0043], [2.1007, -0.4766, -0.9571], [1.2699, -0.8073, 0.0945], [-0.0154, 0.4539, 3.0101], [0.8702, -1.1068, 2.7345], [-0.7158, -0.7949, 1.9796], [1.2053, 2.1561, 1.6869], [2.4097, 2.8168, -0.3086], [3.4369, 0.9458, -1.7870], [2.4173, -1.2159, -1.6807], [0.9322, -1.8340, 0.1888], [-2.2191, -1.6697, -1.5432], [-2.4395, -0.9748, 0.1142], [-2.5198, 0.7852, -0.2066], [-1.2042, -1.6160, -1.9354], [-2.5081, -2.7152, -1.4280], [-2.9441, -1.1698, -2.1826], [-1.6422, 1.1908, -0.7121], [-2.7229, 1.2529, 0.7482], [-3.2808, 1.0142, -0.9653]], "forces_ev_per_a": [[-0.4, 0.4, -1.0], [0.4, -0.4, 0.5], [-0.1, 0.1, -0.2], [-0.7, -0.3, 0.8], [-0.6, -0.4, -1.0], [0.9, 0.1, 0.5], [-0.1, -0.1, -0.3], [0.3, -0.1, 0.1], [-0.1, -0.2, 0.6], [0.2, -0.1, 0.4], [-0.1, 0.1, -0.1], [0.8, 0.4, 0.0], [-0.1, 0.4, 0.0], [-0.1, -0.1, 0.0], [-0.2, 0.1, 0.0], [-0.4, 0.0, 0.4], [0.1, -0.3, -0.1], [0.0, 0.1, -1.3], [0.0, 0.2, 0.1], [0.0, 0.0, -0.2], [0.1, -0.1, -0.3], [0.5, -0.1, 0.7], [0.0, 0.3, 0.0], [-0.4, -0.1, 0.6]], "mulliken_charge": [-1.239, 0.764, -0.485, -0.440, -0.501, -0.486, -0.312, 0.336, 0.374, 0.170, 0.298, 0.380, 0.344, 0.380, 0.386, -0.813, -0.043, -0.858, 0.214, 0.308, 0.308, 0.246, 0.287, 0.382]}

---

no.,calculated total energy (eV),lowest unoccupied orbital energy (eV),Kohn-Sham gap (eV)
1,-15484.087,-6.373,7.593
2,-70477.057,-0.847,5.205
3,-8965.263,0.580,11.117
4,-20394.895,0.896,9.306